--- one ---
C10H24FeO11P2Te as an isolated structure. Source: OMol25; level of theory: ωB97M-V/def2-TZVPD.

Last column: natural (NBO) charge in e.
Atoms and positions in Å:
Fe  -0.1251  -0.2214  0.4765  1.357
C  -0.5223  3.0138  -0.1825  -0.078
C  -1.5576  2.5079  -1.1762  -0.075
O  -1.8794  1.1984  -0.7736  -0.562
C  -2.8361  0.5221  -1.5584  -0.079
C  -2.7119  -0.9403  -1.1782  -0.078
O  -1.3458  -1.3498  -1.1798  -0.562
C  -0.7103  -1.4917  -2.4408  -0.087
C  0.1008  -0.2699  -2.8425  -0.081
O  0.8671  0.1484  -1.7294  -0.584
C  1.5327  1.3960  -1.9031  -0.085
C  1.6762  2.0092  -0.5262  -0.084
O  0.4312  2.0181  0.1542  -0.555
H  -1.0193  3.2651  0.7549  0.215
H  -0.0228  3.9117  -0.5586  0.187
H  -1.1914  2.5027  -2.2116  0.157
H  -2.4398  3.1587  -1.1390  0.190
H  -2.6262  0.6817  -2.6251  0.162
H  -3.8486  0.8896  -1.3572  0.196
H  -3.3031  -1.5786  -1.8414  0.186
H  -3.0413  -1.0898  -0.1513  0.232
H  -1.4507  -1.7121  -3.2160  0.193
H  -0.0513  -2.3579  -2.3525  0.210
H  -0.5366  0.5557  -3.1758  0.170
H  0.7557  -0.5438  -3.6794  0.190
H  0.9391  2.0397  -2.5618  0.172
H  2.5135  1.2531  -2.3702  0.195
H  2.0913  3.0201  -0.5874  0.191
H  2.3205  1.4004  0.1079  0.235
O  -2.7043  -1.3234  3.6000  -0.981
P  -1.4596  -0.9667  2.6752  2.531
O  -1.0685  -2.0928  1.7666  -1.170
O  -1.7547  0.2976  1.8829  -1.212
O  -0.2933  -0.6415  3.7082  -1.100
P  0.8740  0.5029  3.3970  2.552
O  0.0032  1.8452  3.4463  -1.008
O  1.8853  0.4772  4.4517  -1.106
O  1.2830  0.2328  1.9502  -1.247
H  -2.5562  -2.1230  4.1164  0.509
H  -0.8059  1.7257  2.9198  0.507
C  2.1136  -2.8380  2.2203  -0.859
Te  1.4249  -2.5420  0.2514  0.561
C  3.3580  -2.0178  -0.4501  -0.903
H  2.9112  -3.5758  2.1775  0.219
H  1.2795  -3.2120  2.8066  0.248
H  2.4563  -1.8884  2.6226  0.256
H  3.7345  -1.1700  0.1177  0.229
H  3.2920  -1.7540  -1.5036  0.218
H  4.0186  -2.8730  -0.3322  0.227

Properties
gap between HOMO and LUMO (spin up / spin down) = 7.877 / 8.251 eV
total charge = 0
spin multiplicity = 5
⟨S²⟩ = 6.01
LUMO (spin up / spin down) = 0.1 / 0.1 eV

=====

--- two ---
C10H24FeO11P2Te as an isolated structure. Source: OMol25; level of theory: ωB97M-V/def2-TZVPD.

Last column: natural (NBO) charge in e.
Atoms and positions in Å:
Fe  -0.2007  -0.6234  0.4239  1.384
C  2.1375  1.4557  1.2490  -0.078
C  1.8139  2.2434  -0.0058  -0.083
O  0.5417  1.8467  -0.4631  -0.565
C  0.2752  2.2640  -1.7874  -0.080
C  -0.9689  1.5282  -2.2645  -0.083
O  -0.9713  0.1703  -1.8780  -0.545
C  -0.4184  -0.7828  -2.7574  -0.086
C  1.0962  -0.7822  -2.7041  -0.082
O  1.4610  -0.8716  -1.3405  -0.584
C  2.8373  -0.6974  -1.0835  -0.078
C  3.0144  -0.6652  0.4320  -0.090
O  1.9904  0.0560  1.0898  -0.560
H  1.4293  1.7220  2.0348  0.216
H  3.1558  1.7010  1.5644  0.187
H  2.5635  2.0600  -0.7853  0.165
H  1.8303  3.3139  0.2294  0.190
H  1.1393  2.0482  -2.4270  0.162
H  0.0895  3.3433  -1.8224  0.188
H  -1.0687  1.6278  -3.3492  0.187
H  -1.8428  1.9611  -1.7766  0.213
H  -0.7517  -0.6165  -3.7863  0.186
H  -0.7919  -1.7427  -2.3950  0.233
H  1.5112  0.1335  -3.1428  0.167
H  1.4885  -1.6358  -3.2674  0.193
H  3.1925  0.2241  -1.5604  0.166
H  3.4164  -1.5316  -1.4937  0.193
H  4.0014  -0.2654  0.6800  0.187
H  2.9226  -1.6802  0.8164  0.231
O  -1.2370  -3.9360  -0.6305  -1.044
P  -2.3074  -3.1000  0.3039  2.553
O  -3.6330  -3.7136  0.2222  -1.110
O  -2.0934  -1.6482  -0.0857  -1.232
O  -1.6652  -3.3105  1.7671  -1.102
P  -0.2760  -2.6845  2.3407  2.525
O  0.6487  -2.7483  0.9587  -1.069
O  0.2410  -3.5496  3.3978  -1.092
O  -0.4436  -1.1956  2.5151  -1.184
H  -1.6607  -4.7849  -0.8337  0.515
H  0.3917  -3.5337  0.4365  0.532
C  -3.4222  -0.4055  2.6681  -0.841
Te  -2.4374  0.6547  1.1084  0.568
C  -2.4472  2.4602  2.3286  -0.908
H  -2.8615  -0.2730  3.5885  0.233
H  -3.4334  -1.4544  2.3918  0.245
H  -4.4364  -0.0300  2.7663  0.223
H  -3.4497  2.8727  2.4169  0.222
H  -1.8006  3.2029  1.8598  0.212
H  -2.0623  2.2333  3.3219  0.220

Properties
gap between HOMO and LUMO (spin up / spin down) = 7.682 / 8.011 eV
total charge = 0
spin multiplicity = 5
⟨S²⟩ = 6.01
LUMO (spin up / spin down) = 0.0 / 0.0 eV

=====

Last place for stability: two

=====

--- one ---
An isolated ion of composition C6H13N2O2 and charge +1. Source: OMol25; level of theory: ωB97M-V/def2-TZVPD.

Last column: natural (NBO) charge in e.
Atoms and positions in Å:
C  0.7019  -0.3806  -1.2755  -0.625
C  1.1018  0.1550  0.0870  -0.102
C  2.4330  -0.6192  0.4249  -0.587
C  1.4064  1.7157  0.1286  -0.611
C  0.0519  -0.2069  1.1127  0.409
O  -0.5301  -1.4608  1.0135  -0.717
O  -1.1668  0.7056  0.9857  -0.262
N  -2.1476  0.3003  0.2302  0.062
C  -3.0724  0.1870  -0.4856  0.622
N  -4.1252  -0.2800  -0.9835  -0.762
H  1.6127  -0.6511  -1.6352  0.218
H  0.2821  0.4616  -2.0282  0.214
H  0.0888  -1.2953  -1.0706  0.232
H  2.2471  -1.7301  0.1262  0.207
H  2.3280  -0.5504  1.5473  0.203
H  3.2314  -0.2010  -0.0989  0.240
H  1.6586  2.1125  -0.7949  0.228
H  0.5790  2.3283  0.4741  0.219
H  2.1695  1.9527  0.7914  0.221
H  0.4111  -0.0655  2.0823  0.186
H  0.0658  -2.1345  1.3595  0.510
H  -4.5435  0.1877  -1.7678  0.449
H  -4.7837  -0.5310  -0.2232  0.447

Properties
gap between HOMO and LUMO = 10.527 eV
structure (SMILES) = CC(C)(C)[C@H](O)ON=C=[NH2+]
total charge = +1
spin multiplicity = 1
LUMO = -3.8 eV

=====

--- two ---
An isolated ion of composition C6H13N2O2 and charge +1. Source: OMol25; level of theory: ωB97M-V/def2-TZVPD.

Last column: natural (NBO) charge in e.
Atoms and positions in Å:
C  0.8114  -2.0638  0.1171  -0.415
N  1.0581  -0.6166  -0.2381  -0.432
C  1.8368  0.0963  0.7399  -0.239
C  1.4718  1.5889  0.4117  -0.243
N  0.4502  1.3977  -0.7173  -0.522
C  -0.0866  0.0755  -0.6459  0.095
C  -1.4781  0.1175  0.0676  -0.040
O  -1.9602  1.4503  0.1009  -0.750
C  -2.5454  -0.8846  -0.5492  0.402
O  -3.6793  -0.5968  -0.7795  -0.448
H  0.8771  -2.2904  1.1964  0.216
H  -0.2048  -2.1958  -0.2526  0.187
H  1.4853  -2.6651  -0.4873  0.233
H  2.8839  -0.0703  0.4509  0.228
H  1.6655  -0.1831  1.8123  0.206
H  0.9725  2.0589  1.3010  0.240
H  2.3358  2.2319  0.1521  0.256
H  -0.3209  2.0551  -0.5832  0.479
H  0.9068  1.5161  -1.7002  0.463
H  -0.2527  -0.3649  -1.6086  0.222
H  -1.2755  -0.3152  1.1035  0.199
H  -2.7295  1.6090  0.7743  0.537
H  -2.2223  -1.9503  -0.6658  0.126

Properties
gap between HOMO and LUMO = 10.042 eV
structure (SMILES) = CN1CC[NH2+][C@@H]1[C@@H](O)C=O
total charge = +1
spin multiplicity = 1
LUMO = -3.3 eV

=====

Last place for stability: one